No. 1
A cluster of 2 separate species, C5H10O2 in total, computed with ωB97M-V with the def2-TZVPD basis set.

As for the structure (SMILES): CCC(C=O)C=O.[H][H]. As for the molar mass: 102.133 u. The calculation puts the energy relative to the best compared isomer or geometry (same formula, charge and spin) at 2.705 eV.

XYZ file:
```
17
Properties=species:S:1:pos:R:3:forces:R:3:mulliken_charge:R:1
O 2.01111 -0.14373 -1.60626 -0.1 0.3 0.5 -0.47
O 0.07684 -1.61180 0.97166 0.0 0.6 0.0 -0.47
C 1.71809 0.40281 -0.57343 0.2 -0.1 -0.3 -0.25
C -2.11637 -0.15583 -0.73494 -0.1 0.0 0.0 -1.28
C -0.73285 0.30562 -1.19182 0.0 0.0 -0.1 -0.57
C 0.09412 -0.41245 1.10221 0.0 -0.5 0.0 -0.35
C 0.28501 0.55338 -0.06402 -0.1 0.0 -0.1 0.52
H 2.93755 -0.48518 2.25350 0.0 -0.1 0.0 0.11
H -2.80664 -0.16169 -1.58426 0.1 0.0 0.1 0.39
H -0.81662 1.23998 -1.75944 0.0 -0.2 0.0 0.39
H -2.07429 -1.17224 -0.33215 0.0 0.2 -0.1 0.33
H 2.54481 -1.09170 2.07689 0.1 0.0 0.0 -0.10
H -0.30140 -0.43733 -1.86781 -0.1 0.1 0.1 0.30
H -2.54073 0.49935 0.03634 0.1 -0.1 -0.1 0.30
H 0.19536 1.56934 0.34356 0.0 -0.1 0.0 0.36
H 2.50612 0.83160 0.07830 -0.1 -0.1 -0.1 0.38
H -0.04016 0.05478 2.10067 0.0 -0.1 -0.1 0.41
```
Forces are in eV/Å.

No. 2
An isolated molecule of C7H9NO, computed with ωB97M-V with the def2-TZVPD basis set.

As for the structure (SMILES): CNCC1=CC(=O)C=C1. As for the molar mass: 123.155 u. The calculation puts the energy relative to the best compared isomer or geometry (same formula, charge and spin) at 2.245 eV.

XYZ file:
```
18
Properties=species:S:1:pos:R:3:forces:R:3:mulliken_charge:R:1
O 3.55427 -0.85372 -0.08092 0.0 0.0 -0.3 -0.53
N -2.06509 0.13006 0.01925 0.3 -0.8 -0.3 -0.34
C -1.08722 0.14425 1.10388 -1.2 0.1 1.0 -1.03
C 0.30089 0.19694 0.64149 1.4 -2.1 0.4 0.88
C 2.47740 -0.32778 -0.02958 -1.4 1.0 0.9 0.60
C 0.83032 1.35282 -0.07536 2.1 0.5 -1.4 -0.58
C -1.80783 -0.90943 -1.00244 0.8 1.2 -0.8 -0.73
C 2.08973 1.08114 -0.50321 -0.6 -0.5 0.2 -0.53
C 1.22840 -0.80239 0.69536 0.0 1.5 -0.4 -0.84
H 0.28108 2.28103 -0.23959 0.2 -0.3 0.1 0.39
H -2.65444 -0.87849 -1.72589 0.8 -0.2 0.4 0.31
H -0.78786 -0.78593 -1.55405 -1.7 -0.2 0.7 0.22
H 2.82532 1.60795 -1.07636 -0.1 0.6 -0.2 0.44
H -1.34550 1.02495 1.72403 0.3 -0.3 -0.1 0.38
H -1.23821 -0.74329 1.73299 0.0 0.1 -0.1 0.36
H 1.27524 -1.69528 1.27102 -0.5 -0.6 0.2 0.42
H -2.10776 1.04530 -0.39131 -0.1 0.2 -0.3 0.30
H -1.76874 -1.86813 -0.50931 -0.1 -0.4 0.1 0.28
```
Forces are in eV/Å.

No. 3
A structure of composition C40H49BCl3N9S4Tc, computed with ωB97M-V with the def2-TZVPD basis set.

The multiplicity is 2. As for the molar mass: 999.334 u. Its charge is +2. The calculation puts the energy relative to the best compared isomer or geometry (same formula, charge and spin) at 1.864 eV.

XYZ file:
```
107
Properties=species:S:1:pos:R:3:forces:R:3:mulliken_charge:R:1
Tc 0.12987 -0.58684 -0.57102 -0.2 -0.6 1.6 -1.17
Cl 4.73809 0.98798 -2.61424 -0.1 0.0 0.0 -0.07
Cl 3.18080 0.57444 -5.04169 -0.1 0.0 0.1 -0.05
Cl 2.78812 2.97033 -3.44510 -0.1 -0.1 0.0 -0.04
S 2.50950 -6.82704 -1.32185 -0.1 0.0 0.0 -0.17
S -1.25718 -0.78291 1.32399 0.2 0.0 -0.1 -0.28
S 1.85383 2.31246 0.05628 0.3 -0.1 0.1 -0.03
S -1.64988 -1.34402 -2.16478 0.3 0.4 0.6 -0.53
N -1.24758 2.35628 -3.22454 -0.1 0.3 0.1 -0.49
N -1.42124 1.23788 -2.52698 0.1 -0.1 -0.3 0.81
N -3.65152 1.25907 -0.97558 -0.1 0.1 -0.2 0.63
N 1.08695 -2.59020 -0.51010 -0.5 -0.5 -0.1 0.00
N -1.88363 3.44540 -0.69603 -0.2 0.0 0.0 0.21
N -2.55860 0.84450 -0.31940 -0.2 0.1 0.1 0.35
N 1.36271 0.01681 -1.98642 1.1 0.6 -1.1 0.04
N -1.44072 -8.92335 -2.14968 -0.1 -0.1 0.0 -0.55
N -0.79449 2.68881 -0.56247 0.2 0.1 0.2 0.02
C 0.51374 4.61454 -0.05588 0.0 0.1 0.0 0.41
C 3.17034 1.23757 -3.40766 0.5 0.3 -0.2 0.70
C -5.67552 1.79448 -2.71053 0.0 0.0 0.1 -1.67
C 2.38031 -2.88994 -0.72840 0.0 0.1 -0.1 -0.23
C -2.52311 4.08241 -6.12224 0.0 0.0 0.1 -1.80
C -1.66644 2.40352 -4.46597 -0.1 0.0 0.0 -0.19
C -2.62769 0.11664 0.79825 -0.1 0.1 -0.2 0.49
C 2.15820 0.54439 -2.62254 -0.4 -0.2 0.0 -0.52
C -2.99832 6.98545 -0.44324 0.0 -0.1 0.0 -2.30
C 0.44308 -8.56020 -0.72243 0.0 -0.1 0.0 -0.07
C -0.77944 -9.15471 -1.02279 0.1 0.1 0.0 -0.34
C -3.17153 -1.07329 -4.87646 0.1 0.0 0.0 -1.89
C -6.06153 1.32680 -1.30915 -0.1 0.0 -0.1 2.30
C -0.89663 -8.10891 -3.04819 0.1 0.0 0.1 -0.39
C 0.38903 3.20572 -0.20984 -0.2 0.1 -0.1 1.36
C 0.22079 -3.62379 -0.44466 0.2 -0.2 0.1 -0.47
C -6.92990 2.39474 -0.62892 0.1 0.0 0.0 -1.59
C -4.83270 1.04024 -0.46494 0.0 0.0 0.1 0.07
C 0.97730 -7.68606 -1.65207 0.2 0.2 0.1 -0.02
C -0.19163 3.15679 -6.26664 -0.1 0.1 0.0 -1.66
C -3.86580 0.02498 1.49084 -0.1 0.0 0.0 0.25
C -1.83728 4.74036 -0.52118 0.1 0.0 0.1 -0.53
C 1.31042 0.70766 0.66468 -1.1 1.0 -0.4 -0.95
C 0.31461 -7.46096 -2.84938 -0.1 -0.1 0.0 0.04
C -1.30899 3.61507 -5.31055 0.1 0.0 0.0 2.20
C -2.39740 1.32280 -5.01391 0.0 -0.1 0.1 -0.32
C -0.79710 4.76283 -4.43987 0.0 -0.1 0.0 -1.01
C -4.96236 0.50415 0.84034 0.1 0.0 0.1 -0.87
C -6.86165 0.01722 -1.42278 0.0 0.0 0.0 -1.86
C -3.93657 -0.64231 2.82740 0.0 0.0 0.0 -1.86
C -1.86870 0.10184 -3.06561 0.1 0.1 -0.1 0.83
C -3.16736 5.47289 -0.59285 -0.1 0.0 0.0 2.45
C 1.91638 -5.22844 -0.95552 -0.1 -0.1 0.0 1.17
C 0.58236 -4.93258 -0.65596 0.0 0.1 0.0 -0.90
C -3.85063 5.17630 -1.93640 0.1 0.0 0.0 -0.81
C -4.03274 4.94116 0.56127 0.1 0.0 0.0 -1.49
C -2.49058 0.14203 -4.33388 0.0 0.0 -0.1 0.20
C 2.83194 -4.16770 -0.93697 0.1 -0.1 0.0 -1.07
C 1.82024 5.24777 0.31168 0.0 0.0 -0.1 -2.06
C -0.61470 5.36646 -0.21963 0.0 -0.1 0.0 -0.76
B -1.15266 1.20199 -0.98726 0.2 -0.6 0.3 0.43
H 2.23106 4.79856 1.21574 0.0 0.0 0.0 0.42
H -4.20552 3.87005 0.44854 0.0 0.0 0.0 0.10
H 1.68996 6.31474 0.47548 0.0 0.0 0.0 0.40
H -5.09846 2.71655 -2.67283 0.0 0.0 -0.1 0.03
H -3.96762 7.46293 -0.58332 0.0 0.0 0.0 0.40
H -5.93563 0.43172 1.30771 0.0 0.0 0.0 0.48
H -7.71358 0.17165 -2.08497 0.0 0.0 0.0 0.48
H 0.88659 0.88944 1.64869 0.0 -0.1 0.0 0.60
H -6.58138 1.97484 -3.28967 0.0 0.0 0.0 0.58
H -0.16571 -5.70757 -0.57503 0.0 0.0 -0.1 0.41
H -5.07914 1.03964 -3.22633 0.0 0.0 0.0 0.16
H -3.42057 5.79110 -2.72821 0.0 0.0 0.0 0.31
H 0.72708 -6.80674 -3.60559 0.0 0.0 0.0 0.43
H 0.95250 -8.77628 0.20668 0.0 0.0 0.0 0.41
H -7.83765 2.54563 -1.21327 0.0 0.0 0.0 0.51
H -2.76654 3.39242 -6.93082 0.0 0.0 0.0 0.40
H -3.54905 5.11593 1.52478 0.0 0.0 0.0 0.34
H 2.55792 5.11032 -0.48208 0.0 0.0 0.0 0.37
H -3.73896 4.12675 -2.20695 0.0 0.0 0.0 -0.49
H 0.03093 4.43951 -3.80943 0.0 0.0 0.0 0.01
H -3.40318 4.20138 -5.48665 0.0 0.0 0.0 0.28
H 3.88518 -4.34843 -1.10453 0.0 0.0 0.0 0.44
H -7.24750 -0.30826 -0.45589 0.0 0.0 0.0 0.37
H -3.74604 -1.71240 2.72307 0.0 0.0 0.0 0.39
H -0.50591 2.29462 -6.85831 0.0 0.0 0.0 0.39
H -1.45256 -7.96868 -3.96787 0.0 0.0 0.0 0.38
H -4.91163 5.42095 -1.87167 0.0 0.0 0.0 0.58
H -3.76832 -0.83049 -5.75254 0.0 0.0 0.0 0.43
H -4.99243 5.45914 0.56858 0.0 0.0 0.0 0.52
H -2.30277 5.04709 -6.57834 0.0 0.0 0.0 0.48
H -1.24704 -9.83438 -0.32055 0.0 0.0 0.0 0.38
H -3.81302 -1.52517 -4.11835 0.0 0.0 0.0 0.40
H 3.07133 -2.05509 -0.73526 0.0 0.0 -0.1 0.44
H 2.25897 0.17115 0.80173 -0.1 -0.4 -0.2 0.56
H -2.32220 7.39173 -1.19843 0.0 0.0 0.0 0.52
H 0.70181 2.88352 -5.70617 0.1 0.0 0.0 0.21
H -2.63562 7.26222 0.54856 0.0 0.0 0.0 0.42
H 0.06459 3.96361 -6.95432 0.0 0.0 0.0 0.48
H -0.80732 -3.38891 -0.19660 0.0 0.1 0.0 0.44
H -2.42971 -1.82420 -5.15717 0.0 0.0 0.0 0.42
H -7.22869 2.09552 0.37674 0.0 0.0 0.0 0.36
H -4.91715 -0.50692 3.27732 0.0 0.0 0.0 0.43
H -1.58885 5.13987 -3.79348 0.0 0.0 0.0 -0.14
H -3.17669 -0.24673 3.50173 0.0 0.0 0.0 0.38
H -0.56682 6.43720 -0.08084 0.0 0.0 0.0 0.60
H -6.24828 -0.78620 -1.83644 0.0 0.0 0.0 0.35
H -2.86529 1.42507 -5.98384 0.1 0.0 0.0 0.43
H -6.40185 3.34694 -0.56378 0.0 0.0 0.0 0.17
H -0.45559 5.57830 -5.07762 0.0 0.0 0.0 0.55
```
Forces are in eV/Å.